Molecular formula: C34H94CdN5O16
Method: DFT, the ωB97M-V functional and the def2-TZVPD basis

Summary:
- HOMO-LUMO gap: 2.670 eV
- Net charge: +1
- Energy: -81527.9488 eV
- F_max: 3.54 eV/A
- HOMO level: -9.647 eV

```
150
Properties=species:S:1:pos:R:3:forces:R:3:mulliken_charge:R:1
H -6.370013 15.515627 -5.606742 -0.8 0.1 0.2 0.314
C -25.728420 14.211993 -7.993269 -0.4 -0.9 -1.7 -0.473
H -12.580972 17.702233 -5.032867 0.5 0.4 0.5 0.230
C -7.142900 15.926065 -3.102036 0.6 0.0 0.6 -0.678
C -13.255941 24.461964 -15.558256 -0.8 0.9 0.5 -0.760
H -11.800377 19.815094 1.368685 -0.9 -0.3 0.4 0.330
N -14.971549 26.466843 -5.862928 -0.7 -0.7 0.4 -0.274
H -13.191052 29.479068 -3.608409 -0.2 0.2 -0.1 0.326
O -14.545323 18.204014 -5.282800 0.9 0.2 -0.2 -0.587
C -7.159371 15.616705 -1.586534 -0.7 0.3 -2.3 -0.545
C -13.034831 29.069528 -4.606395 0.9 -0.1 -0.1 -0.657
H -15.268764 25.227833 -13.969559 -0.5 0.2 -0.1 0.445
H -16.786254 23.455481 -13.979801 -0.1 -0.6 -0.1 0.278
C -1.409731 24.014551 0.183779 1.0 -1.7 0.1 -0.507
C -20.573576 16.311625 -10.239903 0.4 0.3 0.7 -0.763
H -23.680672 14.531448 -6.333234 0.4 0.3 0.4 0.278
O -16.543482 11.333765 -5.542549 0.1 -0.2 0.1 -0.625
H -11.824432 19.745476 -0.334988 -0.4 0.0 -0.3 0.285
H -18.672493 23.339172 -7.398264 -0.4 0.1 0.0 0.291
H -5.131957 13.608375 3.292957 0.0 0.1 0.3 0.247
H -13.772848 25.276451 -16.065704 0.6 0.7 0.0 0.279
C -5.727663 16.048584 -4.905722 1.5 0.3 -2.0 -0.794
N -23.307565 14.631463 -7.266462 -0.8 -1.7 -0.8 -0.438
H -2.873189 22.336368 -1.143155 -0.1 -0.3 -0.4 0.269
O -6.240797 22.791981 -2.516149 1.0 0.9 1.1 -0.358
C -17.980483 23.462198 -6.565143 0.1 0.8 -1.2 -0.793
H -12.273501 16.529327 -7.201292 0.1 -0.3 0.5 0.331
H -4.720504 21.477664 -2.226035 0.0 -0.6 0.1 0.280
H -22.715728 16.512867 -6.815830 0.9 0.0 -0.2 0.502
H -6.367210 16.198906 -1.115767 0.6 -0.5 0.1 0.287
H -3.425034 24.303431 0.801195 0.1 0.2 0.6 0.355
H -7.810012 13.972275 2.032275 -0.5 -0.2 -0.1 0.358
C -7.700128 13.708866 -0.148441 -0.8 -0.2 -0.1 -0.926
H -4.135091 13.316825 1.868145 0.9 1.0 0.5 0.234
H -19.495277 16.333093 -10.082052 0.1 -0.8 0.4 0.284
C -14.112551 19.749476 -13.162804 -0.5 -0.2 -0.9 -0.774
H -26.022748 14.295283 -6.947061 -0.2 0.9 0.1 0.291
C -15.259414 27.051907 -4.539663 2.0 -0.8 -0.2 -0.642
H -17.710703 26.044064 -5.740829 0.0 -0.6 0.5 0.323
C -14.691262 21.068128 -12.697801 2.4 0.9 1.5 -0.432
H -14.061667 26.819562 -6.123307 0.0 0.0 -0.5 0.301
H -14.062894 14.301280 -2.998576 0.3 0.1 -0.1 0.321
H -27.424212 16.310936 -10.011440 0.0 0.1 0.2 0.218
H -1.199501 21.216769 1.351774 -0.7 0.4 0.0 0.252
O -26.043773 15.352243 -8.871532 1.5 -0.3 0.9 -0.266
H -12.613967 24.788078 -14.739952 0.2 0.4 -0.2 0.317
O -21.265720 15.748678 -9.103383 -0.6 1.3 -0.9 -0.315
O -5.831198 15.686885 -3.595135 -0.4 0.0 1.2 -0.300
H -11.992337 18.669783 -15.465666 0.2 0.6 0.4 0.232
H -13.738960 18.668756 -15.646854 0.0 -0.4 -0.3 0.305
H -0.988987 24.776518 0.839896 -0.1 -0.3 0.8 0.354
C -11.703033 19.110592 0.542677 1.4 3.2 -0.8 -1.097
O -14.327569 23.727254 -14.977258 1.4 -1.1 -0.8 -0.305
H -13.898078 16.934798 -7.619219 -0.1 0.2 -0.1 0.275
H -12.038022 29.337813 -4.956403 -0.2 0.6 0.0 0.261
C -12.533131 17.883537 0.518758 -0.7 0.9 0.0 0.009
O -15.093705 22.582478 -4.257779 0.6 -0.1 0.6 -0.351
H -4.607321 21.804007 0.301920 -0.4 -0.3 0.5 0.387
H -24.082153 12.746462 -7.526736 -0.7 0.0 0.2 0.410
C -2.784689 23.479335 0.486683 -1.4 2.3 -1.6 -0.506
H -10.616221 19.029845 0.563559 0.2 -1.2 -0.1 0.348
H -13.462529 26.007068 -3.739210 -0.4 -0.3 0.3 0.249
N -15.541686 21.770451 -13.590784 -1.6 -0.6 -1.9 -0.426
H -24.211003 16.540847 -7.439519 -0.6 0.1 -1.2 0.382
C -7.113812 14.151523 1.212962 0.5 -1.3 -0.6 -0.394
H -13.845650 21.751069 -12.616397 1.0 -0.2 0.7 0.322
H -27.591387 14.569313 -10.057379 0.0 -0.3 0.1 0.320
H -8.750237 13.993470 -0.082308 -0.3 0.0 -0.3 0.420
H -15.035676 21.664295 -14.458420 -0.4 0.3 -0.6 0.327
C -6.895618 22.039807 -3.491567 -0.7 -1.1 0.9 -0.691
C -12.931830 18.749145 -14.918725 -1.1 -0.1 -0.1 -0.755
H -17.327931 11.423309 -6.083711 -0.2 0.0 -0.2 0.327
H -14.925702 19.080108 -13.443605 -0.4 0.1 -0.8 0.383
C -23.266033 16.029539 -7.623077 0.8 0.1 0.0 -0.765
H -1.253536 24.444036 -0.805781 -0.9 0.0 -0.1 0.280
C -4.963949 13.907436 2.258339 -0.5 -1.6 0.0 -0.662
H -16.201117 23.197013 -12.351309 0.0 0.7 0.2 0.385
C -27.360924 15.409349 -9.402146 0.5 -0.2 0.6 -0.769
H -13.770945 15.878964 -6.299517 0.6 -0.2 0.3 0.292
C -17.342427 25.805458 -6.738595 2.4 0.9 0.1 -0.580
H -7.817900 15.314802 -3.701052 -0.4 -0.4 0.4 0.347
H -13.781117 29.395931 -5.330689 -0.1 0.2 0.1 0.254
O -13.893360 18.147785 0.294673 1.5 -0.8 0.4 -0.464
H -10.242199 20.191671 -9.974744 -0.1 0.1 -0.2 0.322
O -5.964413 13.327434 1.439176 -0.8 1.4 -0.5 -0.311
O -9.724088 19.775646 -9.285724 0.2 0.0 0.1 -0.632
H -15.534635 26.679831 -7.867757 -0.3 -0.1 0.0 0.479
H -16.067870 26.458814 -4.112167 0.0 0.4 0.5 0.408
O -0.584044 22.842718 0.085864 1.0 -0.8 0.4 -0.379
H -7.476972 16.951859 -3.257744 0.4 0.5 -0.1 0.397
H -12.113536 17.330242 -0.321425 -0.2 -0.6 -0.6 0.169
H -13.037896 17.918674 -14.220752 0.3 -0.3 -0.1 0.322
H -6.193203 21.186483 -1.212086 0.1 -0.2 0.1 0.361
C -16.007148 26.728891 -6.886726 -0.6 -0.7 1.2 -0.773
H -6.932716 15.224992 1.267440 0.6 0.2 -0.3 0.368
H -17.484997 22.492072 -6.527175 0.0 0.0 0.6 0.249
C -22.594842 16.320825 -9.016296 -0.6 -0.5 1.7 -0.467
H 0.456944 21.433675 1.238257 0.4 0.3 -0.7 0.280
H -12.622457 23.987489 -16.307712 -0.5 -0.9 0.2 0.253
O -12.938872 27.667442 -4.546577 0.2 0.0 0.7 -0.419
H -12.152097 17.393524 1.414751 -1.3 -1.1 0.4 0.231
H -26.398995 13.460051 -8.409191 0.2 -0.7 0.2 0.496
H -7.661565 12.627656 -0.281136 -0.1 -0.1 0.9 0.386
H -23.936977 13.491584 -9.054302 0.3 0.6 -0.1 0.297
H -15.573735 22.698535 -3.434548 -0.3 0.5 0.9 0.462
H -28.058292 15.442980 -8.565086 -0.4 0.1 -0.2 0.319
C -15.905599 23.178457 -13.400324 0.3 -0.1 0.7 -0.703
H -15.044906 13.541864 -2.132051 -0.1 -0.2 0.2 0.324
H -0.346628 22.623546 2.145554 -0.5 0.1 0.2 0.327
H -4.745290 15.801358 -5.308105 0.4 -0.3 0.5 0.288
H -23.260117 15.956588 -9.799153 0.1 -0.2 -0.2 0.352
C -13.273212 18.003178 -5.819202 -1.7 -1.9 -0.6 -0.084
H -16.427679 12.195981 -5.143268 0.1 0.2 0.1 0.300
H -6.206178 21.388698 -4.028995 0.0 -0.1 -0.2 0.266
H -14.054764 27.316970 -2.712181 0.5 0.7 0.0 0.406
H -13.679545 19.124955 -12.381402 0.6 0.6 0.6 0.468
H -16.318491 27.745173 -6.645191 -0.6 0.3 -0.8 0.381
H -6.223287 13.875916 -1.498280 0.2 -0.4 -0.3 0.246
H -18.534783 23.805724 -5.691738 0.0 -0.5 0.3 0.337
H -15.447270 23.152201 -4.944811 -0.4 1.0 -1.2 0.386
H -4.959957 14.997202 2.236424 0.5 0.0 -0.5 0.306
C -5.485995 21.924116 -1.591358 -0.3 1.2 -1.0 -0.501
O -13.173172 19.960685 -14.219827 0.2 0.0 0.4 -0.328
C -0.464818 22.015349 1.248759 0.8 0.3 -0.1 -0.736
H -12.909306 18.822906 -6.438659 0.2 0.5 0.4 0.189
H -15.457226 28.122319 -4.596205 -0.8 0.1 0.0 0.287
H -7.569750 22.535880 -4.189819 0.8 1.1 0.0 0.306
H -18.131894 26.198893 -7.378950 0.1 -0.4 -0.6 0.409
H -7.630873 21.465269 -2.928182 -0.1 -1.0 -0.1 0.273
Cd -16.521535 17.135008 -2.392986 1.0 0.0 -0.1 0.542
N -3.441250 23.092685 -0.789042 0.5 0.5 1.0 -0.392
H -5.387418 23.365899 0.041237 0.2 0.3 -0.1 0.336
H -14.982853 20.880683 -11.664382 -1.0 0.3 0.0 0.356
H -10.365603 19.303044 -8.755312 -0.1 -0.2 0.1 0.310
H -22.605212 17.410093 -9.054802 0.5 0.2 -0.4 0.371
H -15.163972 21.651577 -4.481606 0.2 -1.2 -0.7 0.440
H -20.733320 17.384985 -10.342294 -0.8 0.1 -0.1 0.317
C -13.877796 27.014850 -3.744411 -1.7 -1.4 -1.4 -0.533
C -14.828387 24.246335 -13.793941 -1.2 -0.8 0.7 -0.564
O -16.983593 24.418303 -6.921186 -0.1 0.8 0.6 -0.243
O -14.996775 14.221644 -2.804228 -0.4 0.4 -0.1 -0.637
C -24.231032 13.703703 -8.026368 -0.4 1.9 0.1 -0.855
H -14.157451 24.421962 -12.953043 1.0 -0.4 -0.2 0.375
H -20.765664 15.808064 -11.187351 -0.3 -0.1 0.1 0.272
H -8.036365 16.163676 -1.240376 -0.6 -0.8 0.4 0.429
H -5.743544 17.125602 -5.072682 -0.7 0.3 0.1 0.287
N -7.196103 14.145531 -1.465920 0.4 1.8 2.0 -0.304
C -4.745739 22.612595 -0.415805 -1.0 -1.2 -1.5 -0.637
C -13.254958 16.717999 -6.766279 -1.0 1.1 -0.1 -0.994
H -2.881607 22.690414 1.232555 0.6 0.0 0.2 0.381
```
Positions in Å, forces in eV/Å.